[1]
# C5H10N

The ion C5H10N with charge +1 in a non-equilibrium geometry (wB97M-V/def2-TZVPD, the OMol25 dataset).

## Properties
Multiplicity   1
Net charge   +1
Energy relative to the best compared isomer or geometry (same formula, charge and spin)   1.9543 eV
LUMO energy   -0.1355 Eh
Structure (SMILES)   C/C=C\C=C\[NH3+]
Orbital gap   9.18 eV

Each atom is followed by the atoms it is bonded to, with distances in Å.
Geometry (Å):
1 N -0.12 -0.35 -2.77  C6 1.459, H8 1.049, H11 0.963, H14 1.027
2 C 0.29 0.14 1.95  C3 1.339, C5 1.381, H15 1.144
3 C 0.94 0.30 0.80  C2 1.339, C4 1.434, H16 1.089
4 C 0.33 0.19 -0.50  C3 1.434, C6 1.313, H12 1.119
5 C -1.03 0.18 2.36  C2 1.381, H7 1.119, H10 1.079, H13 1.048
6 C 0.80 -0.21 -1.66  N1 1.459, C4 1.313, H9 1.006
7 H -1.36 1.15 2.81  C5 1.119
8 H -0.36 0.53 -3.28  N1 1.049
9 H 1.75 -0.35 -1.96  C6 1.006
10 H -1.16 -0.47 3.21  C5 1.079
11 H 0.40 -0.81 -3.44  N1 0.963
12 H -0.76 0.29 -0.29  C4 1.119
13 H -1.65 -0.05 1.54  C5 1.048
14 H -1.02 -0.77 -2.51  N1 1.027
15 H 0.90 -0.02 2.91  C2 1.144
16 H 2.03 0.26 0.82  C3 1.089

[2]
# CH8O2S

A cluster of 3 separate species, CH8O2S in total in a non-equilibrium geometry (wB97M-V/def2-TZVPD, the OMol25 dataset).

## Properties
Multiplicity   2
Net charge   -1
Energy relative to the best compared isomer or geometry (same formula, charge and spin)   0.0268 eV
LUMO energy (alpha / beta)   0.1192 / 0.1167 Eh
Orbital gap (alpha / beta)   2.52 / 9.15 eV
Expectation value of S²   0.750

Each atom is followed by the atoms it is bonded to, with distances in Å.
Geometry (Å):
1 S 2.30 2.07 1.13  C4 1.812, H12 1.329
2 O -1.13 -1.67 -0.66  H8 0.968, H11 0.995
3 O -3.69 0.64 -1.75  H9 0.991, H10 0.953
4 C 2.43 0.26 1.14  S1 1.812, H5 1.086, H6 1.086, H7 1.095
5 H 3.11 -0.19 1.87  C4 1.086
6 H 2.64 -0.13 0.15  C4 1.086
7 H 1.43 -0.08 1.41  C4 1.095
8 H -1.67 -2.45 -0.45  O2 0.968
9 H -3.00 0.00 -1.45  O3 0.991
10 H -3.21 1.46 -1.80  O3 0.953
11 H -0.19 -1.97 -0.59  O2 0.995
12 H 0.97 2.06 0.99  S1 1.329

[3]
# C6H9N3

The molecule C6H9N3 in a non-equilibrium geometry (wB97M-V/def2-TZVPD, the OMol25 dataset).

## Properties
Multiplicity   1
Energy relative to the best compared isomer or geometry (same formula, charge and spin)   6.8456 eV
LUMO energy   0.0379 Eh
Structure (SMILES)   C1=NN2C[C@@H]2[C@H]2N[C@H]2C1
Orbital gap   9.48 eV

Each atom is followed by the atoms it is bonded to, with distances in Å.
Geometry (Å):
1 N -1.55 -1.30 0.06  C6 1.373, C9 1.310, H15 1.151
2 N 1.10 1.49 -0.34  N3 1.430, C4 1.307
3 N 1.41 0.33 0.43  N2 1.430, C5 1.450, C7 1.388
4 C -0.07 1.97 -0.02  N2 1.307, C8 1.540, H13 1.173
5 C 0.76 -0.97 0.46  N3 1.450, C7 1.624, C9 1.445, H10 1.093
6 C -1.38 -0.04 -0.48  N1 1.373, C8 1.536, C9 1.532, H16 1.145
7 C 2.24 -0.64 -0.11  N3 1.388, C5 1.624, H12 1.292, H14 1.066
8 C -1.29 1.17 0.46  C4 1.540, C6 1.536, H17 1.207, H18 1.097
9 C -0.35 -1.18 -0.45  N1 1.310, C5 1.445, C6 1.532, H11 1.208
10 H 0.54 -1.21 1.50  C5 1.093
11 H 0.21 -2.07 -1.05  C9 1.208
12 H 2.07 -0.82 -1.38  C7 1.292
13 H -0.07 2.90 -0.74  C4 1.173
14 H 3.21 -0.83 0.30  C7 1.066
15 H -1.71 -1.62 1.15  N1 1.151
16 H -1.64 0.11 -1.58  C6 1.145
17 H -2.33 1.75 0.26  C8 1.207
18 H -1.13 0.97 1.53  C8 1.097